ORCA calculation (wB97M-V/def2-TZVPD) on a molecular structure, C14H14N2O2S2Ti in a non-equilibrium geometry.

The geometry in XYZ format:
```
35
Properties=species:S:1:pos:R:3:forces:R:3
C -0.7962 -1.9834 1.0296 -0.2 0.0 0.2
C -1.6710 -0.9389 1.4430 0.2 -0.2 0.5
C -0.9191 -0.0251 2.2351 -0.2 -0.3 0.0
C 0.4209 -0.4970 2.3012 0.2 0.0 0.0
C 0.4993 -1.7068 1.5521 -0.3 0.1 0.2
Ti 0.0000 0.0000 0.0000 0.5 1.0 -0.4
N 0.7622 -0.6719 -1.5500 0.1 -2.1 -1.2
C -0.4819 -0.3761 -2.3516 0.1 -0.1 -0.2
C -1.5270 0.2778 -1.4131 -0.6 0.1 -0.3
H -1.2982 0.8974 2.6791 0.2 -0.3 -0.2
H -2.7292 -0.8514 1.1959 0.5 0.0 0.0
H 1.2527 -0.0036 2.8065 -0.4 -0.1 -0.2
H 1.3985 -2.3049 1.3909 -0.4 0.3 0.0
H -1.0595 -2.8243 0.3851 0.1 0.4 0.2
H -2.4688 -0.2875 -1.3653 0.2 0.1 -0.1
H -0.2213 0.2945 -3.1956 -0.1 -0.2 0.3
H 1.4351 -1.2559 -2.0471 -0.4 0.5 0.2
H -1.7125 1.3383 -1.6409 0.0 -0.4 0.0
H -0.8828 -1.3209 -2.7690 0.1 0.3 0.1
O 2.2001 4.6212 3.0698 1.7 1.8 -2.6
S 2.1675 5.0959 1.6108 -6.3 -2.6 1.3
O 1.1797 6.2634 1.4649 3.5 -1.1 0.2
N 1.1564 3.8249 0.9398 0.9 0.9 0.9
C 1.7486 3.1935 -0.0139 0.3 0.4 -1.7
S 0.8893 2.0827 -1.1210 0.8 1.0 1.2
C 3.0839 3.7143 -0.3652 -1.5 -2.8 -1.5
C 3.9237 3.2789 -1.3978 0.8 0.8 0.3
C 5.1423 3.9443 -1.6058 -0.9 -0.9 -0.3
C 5.5020 5.0352 -0.7926 -0.6 0.9 1.4
C 4.6479 5.4608 0.2388 1.1 -0.3 -1.0
C 3.4470 4.7760 0.4319 0.5 2.7 2.4
H 3.6444 2.4491 -2.0343 -0.2 0.0 0.1
H 5.8026 3.6221 -2.4013 0.0 0.0 0.0
H 6.4382 5.5500 -0.9683 0.0 0.1 0.1
H 4.9128 6.3057 0.8604 0.1 0.1 0.0
```
Forces are in eV/Å.

Its HOMO energy (alpha / beta) is 1.513 / -0.883 eV. As for the energy: -66603.1493 eV. Its expectation value of S² is 2.02. As for the charge: -2. As for the LUMO energy (alpha / beta): 4.67 / 4.65 eV. As for the spin multiplicity: 3. The orbital gap (alpha / beta) comes out at 3.15 / 5.53 eV.

natural (NBO) population analysis, charges in e, atoms 1 to 8: number 1, C, carries -0.35; number 2, C, carries -0.31; number 3, C, carries -0.35; number 4, C, carries -0.35; number 5, C, carries -0.34; number 6, Ti, carries 1.03; number 7, N, carries -0.89; number 8, C, carries -0.25